(1)
This record from the OMol25 dataset describes a structure of composition C15H16BN4O8 at a distorted geometry. The level of theory is the ωB97M-V functional and the def2-TZVPD basis.

```
44
Properties=species:S:1:pos:R:3
C 5.46 -2.28 0.09
C 4.50 -1.26 0.06
C 4.42 0.11 -0.17
C 3.01 0.36 -0.18
C 2.25 -0.81 -0.06
B 0.42 1.31 0.31
O -0.17 0.79 1.46
C -1.31 1.66 1.37
C -1.23 2.48 -0.01
C -2.54 3.18 -0.25
C -0.87 1.64 -1.36
O 0.18 0.76 -0.99
C 0.08 3.42 0.18
O 1.16 2.54 0.34
O 3.18 -1.78 0.16
H 6.48 -1.91 0.12
H 5.24 -2.90 0.97
H 5.29 -2.90 -0.79
H 5.26 0.82 -0.34
H 2.67 1.38 -0.26
H -2.26 1.12 1.56
H -1.13 2.37 2.19
H -2.45 3.66 -1.21
H -3.39 2.50 -0.17
H -2.56 3.95 0.51
H -1.73 1.10 -1.76
H -0.50 2.32 -2.15
H 0.28 4.09 -0.65
H 0.00 3.99 1.09
O -2.79 -0.24 2.38
N -2.23 -1.37 2.38
C -1.58 -1.95 1.26
C -1.26 -1.24 0.08
C -1.54 -1.84 -1.16
N -2.16 -1.40 -2.32
O -2.60 -0.32 -2.73
O -2.42 -2.55 -3.09
N -2.10 -3.72 -2.35
C -1.75 -3.25 -1.14
N -1.84 -3.99 0.02
C -1.73 -3.42 1.19
O -2.37 -2.17 3.34
H -1.48 -0.21 0.03
H -1.90 -4.02 2.08
```

Output
calculated total energy = -38820.109 eV
LUMO = 0.62 eV
total charge = -1
HOMO = -0.1252 hartree

Listed below, in e, are the Löwdin charges computed for each atom: C -0.086; C -0.388; C -0.054; C -0.174; C -0.091; B -0.894; O 0.088; C -0.089; C -0.334; C -0.029; C -0.089; O 0.020; C -0.105; O 0.063; O -0.088; H 0.080; H 0.085; H 0.086; H 0.097; H 0.053; H 0.089; H 0.141; H 0.089; H 0.099; H 0.082; H 0.087; H 0.146; H 0.128; H 0.117; O 0.018; N -0.279; C -0.073; C 0.137; C -0.050; N -0.143; O 0.024; O 0.018; N 0.146; C -0.281; N 0.128; C -0.012; O 0.028; H 0.093; H 0.116


(2)
This record from the OMol25 dataset describes a cluster of 8 separate species, C16H13Cl28N4 in total at a distorted geometry. The level of theory is the ωB97M-V functional and the def2-TZVPD basis.

```
61
Properties=species:S:1:pos:R:3
N 4.10 -2.47 2.80
C 4.32 -1.36 2.06
N 5.02 -1.55 0.78
C 6.20 -0.62 0.76
C 5.63 0.87 0.95
C 4.73 1.08 2.27
N 3.87 -0.09 2.64
C 2.42 0.16 2.36
C 1.76 -0.26 1.05
C 0.27 0.00 0.65
C -0.50 0.78 1.79
C 0.33 1.10 3.04
N 1.69 0.86 3.35
H 4.87 -3.17 2.76
H 3.23 -2.62 3.32
H 4.43 -1.33 -0.03
H 6.92 -0.89 1.60
H 6.66 -0.67 -0.28
H 6.55 1.56 1.04
H 5.00 1.25 0.06
H 4.02 1.96 2.04
H 5.35 1.41 3.18
H 2.42 -0.79 0.27
H -0.21 -0.32 -0.33
H -1.60 1.07 1.66
H -0.26 1.64 3.88
C 5.67 -5.72 0.80
Cl 6.70 -5.02 2.08
Cl 4.29 -6.56 1.55
Cl 5.08 -4.43 -0.26
Cl 6.62 -6.88 -0.15
C -3.62 2.77 -0.85
Cl -3.56 2.41 0.89
Cl -5.18 2.25 -1.52
Cl -3.42 4.51 -1.10
Cl -2.30 1.90 -1.68
C -8.67 0.48 -2.82
Cl -10.45 0.44 -2.80
Cl -8.12 2.13 -3.19
Cl -8.06 0.00 -1.22
Cl -8.07 -0.64 -4.06
C -12.44 -3.27 -3.30
Cl -12.42 -5.01 -2.93
Cl -13.34 -3.00 -4.81
Cl -13.23 -2.39 -1.98
Cl -10.77 -2.68 -3.49
C -4.89 6.44 -4.79
Cl -4.79 6.26 -6.55
Cl -3.61 7.54 -4.24
Cl -6.47 7.11 -4.35
Cl -4.68 4.86 -4.01
C 1.11 -4.85 -1.56
Cl 0.51 -3.41 -0.70
Cl 2.21 -4.35 -2.86
Cl 1.97 -5.89 -0.42
Cl -0.27 -5.73 -2.25
C 5.39 4.63 3.78
Cl 3.87 3.83 4.22
Cl 6.73 3.46 3.83
Cl 5.25 5.30 2.14
Cl 5.72 5.95 4.93
```

Output
calculated total energy = -373377.479 eV
LUMO = -4.72 eV
total charge = +1
HOMO = -0.4457 hartree

Listed below, in e, are the Löwdin charges computed for each atom: N 0.259; C -0.207; N -0.013; C -0.165; C -0.146; C -0.183; N -0.007; C -0.243; C -0.001; C -0.012; C -0.014; C -0.099; N 0.083; H 0.089; H 0.163; H 0.121; H 0.139; H 0.142; H 0.124; H 0.131; H 0.110; H 0.064; H 0.077; H 0.083; H 0.026; H 0.119; C -2.002; Cl 0.535; Cl 0.502; Cl 0.510; Cl 0.559; C -1.997; Cl 0.545; Cl 0.497; Cl 0.511; Cl 0.518; C -2.013; Cl 0.504; Cl 0.504; Cl 0.509; Cl 0.510; C -2.021; Cl 0.518; Cl 0.521; Cl 0.513; Cl 0.471; C -2.022; Cl 0.522; Cl 0.515; Cl 0.523; Cl 0.471; C -2.015; Cl 0.505; Cl 0.516; Cl 0.477; Cl 0.544; C -2.008; Cl 0.532; Cl 0.538; Cl 0.523; Cl 0.545


(3)
This record from the OMol25 dataset describes the molecule C6H10O at a distorted geometry. The level of theory is the ωB97M-V functional and the def2-TZVPD basis.

```
17
Properties=species:S:1:pos:R:3
C 1.83 -0.67 -0.54
C 0.28 -0.53 -0.87
O -0.35 -1.36 0.12
C -1.45 -0.75 0.78
C -1.31 0.75 0.56
C 0.09 1.25 0.65
C -0.45 0.83 -0.68
H 2.12 -1.68 -0.88
H 2.13 -0.66 0.52
H 2.49 0.03 -1.06
H 0.19 -0.92 -1.89
H -2.39 -1.11 0.33
H -1.43 -1.03 1.84
H -2.12 1.42 0.88
H 0.76 0.52 1.08
H 0.43 2.26 0.60
H -0.71 1.63 -1.38
```

Output
calculated total energy = -8429.448 eV
LUMO = 1.13 eV
HOMO = -0.3471 hartree

Listed below, in e, are the Löwdin charges computed for each atom: C -0.043; C -0.302; O -0.123; C -0.162; C -0.193; C -0.103; C -0.161; H 0.072; H 0.075; H 0.080; H 0.131; H 0.124; H 0.125; H 0.142; H 0.087; H 0.110; H 0.143


What did the first record say?
This record from the OMol25 dataset describes a structure of composition C15H16BN4O8 at a distorted geometry. The level of theory is the ωB97M-V functional and the def2-TZVPD basis.

```
44
Properties=species:S:1:pos:R:3
C 5.46 -2.28 0.09
C 4.50 -1.26 0.06
C 4.42 0.11 -0.17
C 3.01 0.36 -0.18
C 2.25 -0.81 -0.06
B 0.42 1.31 0.31
O -0.17 0.79 1.46
C -1.31 1.66 1.37
C -1.23 2.48 -0.01
C -2.54 3.18 -0.25
C -0.87 1.64 -1.36
O 0.18 0.76 -0.99
C 0.08 3.42 0.18
O 1.16 2.54 0.34
O 3.18 -1.78 0.16
H 6.48 -1.91 0.12
H 5.24 -2.90 0.97
H 5.29 -2.90 -0.79
H 5.26 0.82 -0.34
H 2.67 1.38 -0.26
H -2.26 1.12 1.56
H -1.13 2.37 2.19
H -2.45 3.66 -1.21
H -3.39 2.50 -0.17
H -2.56 3.95 0.51
H -1.73 1.10 -1.76
H -0.50 2.32 -2.15
H 0.28 4.09 -0.65
H 0.00 3.99 1.09
O -2.79 -0.24 2.38
N -2.23 -1.37 2.38
C -1.58 -1.95 1.26
C -1.26 -1.24 0.08
C -1.54 -1.84 -1.16
N -2.16 -1.40 -2.32
O -2.60 -0.32 -2.73
O -2.42 -2.55 -3.09
N -2.10 -3.72 -2.35
C -1.75 -3.25 -1.14
N -1.84 -3.99 0.02
C -1.73 -3.42 1.19
O -2.37 -2.17 3.34
H -1.48 -0.21 0.03
H -1.90 -4.02 2.08
```

Output
calculated total energy = -38820.109 eV
LUMO = 0.62 eV
total charge = -1
HOMO = -0.1252 hartree

Listed below, in e, are the Löwdin charges computed for each atom: C -0.086; C -0.388; C -0.054; C -0.174; C -0.091; B -0.894; O 0.088; C -0.089; C -0.334; C -0.029; C -0.089; O 0.020; C -0.105; O 0.063; O -0.088; H 0.080; H 0.085; H 0.086; H 0.097; H 0.053; H 0.089; H 0.141; H 0.089; H 0.099; H 0.082; H 0.087; H 0.146; H 0.128; H 0.117; O 0.018; N -0.279; C -0.073; C 0.137; C -0.050; N -0.143; O 0.024; O 0.018; N 0.146; C -0.281; N 0.128; C -0.012; O 0.028; H 0.093; H 0.116


Which value of LUMO does entry 2 give?
-4.72 eV